1.
This record from the OMol25 dataset describes a molecular structure, C45H34Cl5F2KN6O3. The level of theory is wB97M-V/def2-TZVPD.

Atoms and positions in Å:
K (-0.2364, 0.6499, -0.5730)
C (2.8764, 1.1513, -3.6192)
C (2.0480, 0.2261, -2.9467)
N (2.3896, -0.3767, -1.8375)
C (3.5966, -0.1006, -1.2830)
C (4.5165, 0.7834, -1.9013)
C (4.1065, 1.4161, -3.0979)
C (5.7921, 1.0152, -1.3288)
C (6.1143, 0.3732, -0.1622)
C (5.2127, -0.4848, 0.4803)
C (3.9297, -0.7333, -0.0173)
N (2.9678, -1.4161, 0.6399)
C (3.2030, -2.5470, 1.2989)
C (4.2599, -3.4517, 1.0706)
C (4.3271, -4.6942, 1.7031)
C (3.3870, -5.1167, 2.6139)
C (2.3207, -4.2391, 2.9263)
C (1.3152, -4.5713, 3.8631)
C (0.3302, -3.6724, 4.1631)
C (0.3550, -2.4186, 3.5207)
N (1.2538, -2.0871, 2.6302)
C (2.2276, -2.9658, 2.3053)
H (2.5237, 1.6240, -4.5271)
H (1.0615, 0.0045, -3.3446)
H (4.7881, 2.1106, -3.5808)
H (6.4843, 1.6890, -1.8221)
H (7.0865, 0.5374, 0.2930)
H (5.5008, -0.9443, 1.4179)
H (5.0176, -3.1997, 0.3405)
H (5.1552, -5.3499, 1.4491)
H (3.4449, -6.0859, 3.0955)
H (1.3498, -5.5473, 4.3372)
H (-0.4548, -3.8998, 4.8749)
H (-0.3986, -1.6696, 3.7515)
O (-1.5287, -3.1805, -1.0062)
C (-1.6443, -3.6019, 0.3278)
C (-2.2318, -2.5508, 1.2385)
C (-2.8343, -2.8945, 2.4444)
C (-3.3041, -1.8829, 3.2628)
C (-3.1691, -0.5652, 2.8507)
C (-2.5925, -0.3143, 1.6153)
N (-2.1329, -1.2924, 0.8295)
H (-1.7007, -2.2250, -1.0276)
H (-0.6583, -3.8834, 0.7232)
H (-2.2807, -4.4930, 0.3688)
H (-2.9130, -3.9357, 2.7326)
H (-3.7668, -2.1190, 4.2144)
H (-3.5099, 0.2624, 3.4584)
H (-2.4961, 0.6990, 1.2201)
F (-3.6137, 5.7789, -1.2681)
C (-2.9856, 5.0095, -0.3262)
C (-2.6981, 3.6874, -0.5914)
C (-2.0426, 2.8703, 0.3476)
C (-1.7157, 3.4945, 1.5760)
C (-2.0327, 4.8265, 1.8038)
F (-1.6907, 5.4436, 2.9863)
C (-2.6639, 5.6243, 0.8706)
C (-1.0043, 2.6920, 2.6099)
C (-1.3260, 2.7487, 3.9690)
C (-0.6516, 1.9320, 4.8611)
C (0.3348, 1.0803, 4.3889)
C (0.5970, 1.0849, 3.0247)
N (-0.0522, 1.8627, 2.1622)
H (-2.9952, 3.2967, -1.5632)
H (-2.8828, 6.6647, 1.0632)
H (-2.1038, 3.4186, 4.3089)
H (-0.9022, 1.9571, 5.9163)
H (0.8810, 0.4130, 5.0432)
H (1.3409, 0.4174, 2.5985)
Cl (-5.4863, 2.2621, -6.5910)
C (-4.2767, 1.7577, -5.4566)
C (-4.5951, 0.8931, -4.4055)
Cl (-6.2264, 0.3281, -4.2446)
C (-3.6358, 0.4862, -3.5012)
Cl (-4.0277, -0.5693, -2.1922)
C (-2.2636, 0.9118, -3.5743)
O (-1.3977, 0.5435, -2.7509)
C (-1.9926, 1.8015, -4.6656)
Cl (-0.3650, 2.3724, -4.7921)
C (-2.9615, 2.2062, -5.5645)
Cl (-2.5422, 3.2888, -6.8533)
C (1.2260, 4.3311, -1.9627)
N (2.2670, 4.2585, -0.9520)
C (3.2347, 5.3289, -0.9261)
C (2.4517, 3.0832, -0.2838)
C (3.5654, 3.0089, 0.7348)
O (1.7256, 2.1256, -0.4724)
H (0.7860, 5.3293, -1.9565)
H (0.4494, 3.6061, -1.7371)
H (1.6194, 4.1174, -2.9620)
H (2.7312, 6.2654, -1.1689)
H (4.0429, 5.1793, -1.6537)
H (3.6753, 5.4343, 0.0627)
H (3.3501, 3.6698, 1.5777)
H (4.5311, 3.2821, 0.3091)
H (3.6120, 1.9808, 1.0841)

## Properties
**Frontier orbital gap**: 5.44 eV
**Spin multiplicity**: 1
**Relative energy (zero: lowest compared OMol25 entry of this formula, charge and spin)**: 13.1 kcal/mol
**Total charge**: -2
**E_HOMO**: -1.59 eV

---

2.
This record from the OMol25 dataset describes a molecular structure, C45H34CrN5O15PS in a non-equilibrium geometry. The level of theory is wB97M-V/def2-TZVPD.

Atoms and positions in Å:
Cr (0.3601, -0.8744, 0.0986)
O (6.0807, 1.1554, 0.5001)
C (4.7748, 0.9385, 0.2367)
C (3.7543, 1.2988, 1.1030)
C (2.4681, 0.9505, 0.7599)
N (2.1369, 0.3197, -0.3737)
C (3.1171, 0.0685, -1.2546)
C (4.4411, 0.3510, -0.9753)
C (2.8848, -0.4653, -2.6641)
O (3.8422, -0.6127, -3.3857)
O (1.6812, -0.6565, -3.1827)
C (1.3193, 1.2464, 1.7071)
O (1.4650, 2.0729, 2.5892)
O (0.2469, 0.5818, 1.4503)
H (6.2084, 1.2861, 1.4479)
H (3.9256, 1.8096, 2.0419)
H (5.1962, 0.1059, -1.7056)
C (-1.5609, 1.7119, -3.2126)
C (-0.8407, 2.4434, -2.0639)
C (0.6614, 2.5522, -2.2931)
C (-1.2183, 1.9013, -0.6651)
C (-2.6126, 2.4039, -0.2668)
O (-3.4420, 1.2369, -0.3125)
C (-2.6144, 0.1769, -0.4287)
N (-1.3680, 0.4250, -0.5482)
C (-3.3601, -1.0969, -0.4517)
C (-4.5958, -1.0553, -1.0996)
C (-5.4012, -2.1752, -1.1570)
C (-4.9884, -3.3405, -0.5284)
C (-3.7668, -3.3777, 0.1188)
C (-2.9193, -2.2710, 0.1473)
P (-1.3493, -2.3398, 1.1421)
C (-2.1797, -1.9416, 2.7191)
C (-2.1902, -0.6069, 3.1158)
C (-2.8867, -0.2244, 4.2525)
C (-3.5682, -1.1696, 5.0057)
C (-3.5494, -2.5013, 4.6167)
C (-2.8607, -2.8877, 3.4762)
C (-1.0014, -4.1235, 0.9964)
C (-1.0226, -4.6495, -0.2980)
C (-0.7095, -5.9786, -0.5144)
C (-0.3799, -6.8022, 0.5539)
C (-0.3584, -6.2863, 1.8394)
C (-0.6586, -4.9477, 2.0610)
H (-0.8792, 1.5613, -4.0494)
H (-2.4201, 2.2800, -3.5770)
H (-1.8987, 0.7184, -2.9169)
H (-1.2166, 3.4728, -2.0305)
H (1.0995, 1.5654, -2.3712)
H (1.1480, 3.0938, -1.4768)
H (0.8591, 3.0887, -3.2234)
H (-0.4754, 2.2256, 0.0587)
H (-3.0168, 3.1227, -0.9781)
H (-2.6551, 2.8215, 0.7402)
H (-4.9129, -0.1357, -1.5698)
H (-6.3478, -2.1357, -1.6801)
H (-5.6166, -4.2224, -0.5408)
H (-3.4599, -4.2946, 0.6032)
H (-1.6144, 0.1238, 2.5610)
H (-2.8844, 0.8147, 4.5567)
H (-4.1083, -0.8707, 5.8954)
H (-4.0721, -3.2461, 5.2042)
H (-2.8683, -3.9265, 3.1737)
H (-1.2584, -4.0054, -1.1382)
H (-0.7008, -6.3650, -1.5256)
H (-0.1253, -7.8404, 0.3809)
H (-0.0887, -6.9179, 2.6767)
H (-0.5978, -4.5447, 3.0607)
O (-1.4166, -1.8865, -2.3822)
C (-0.2406, -1.7349, -2.7544)
N (0.4593, -0.6546, -2.3909)
S (2.1571, -3.1784, -1.3327)
O (2.5687, -4.4711, -0.7552)
O (0.8946, -2.6572, -0.6089)
C (1.4042, -3.6312, -2.9271)
C (1.9284, -4.7333, -3.5845)
C (1.4636, -5.0714, -4.8484)
C (0.4731, -4.3061, -5.4463)
C (-0.0602, -3.2114, -4.7803)
C (0.4079, -2.8586, -3.5235)
H (2.6865, -5.3233, -3.0850)
H (1.8719, -5.9322, -5.3638)
H (0.1078, -4.5660, -6.4325)
H (-0.8532, -2.6265, -5.2301)
O (0.6712, -2.4697, 3.0748)
C (1.7158, -2.0773, 2.5513)
O (1.8715, -1.4948, 1.4453)
C (2.9941, -2.1919, 3.3529)
C (3.0458, -3.0211, 4.4635)
C (4.2225, -3.0951, 5.1870)
C (5.3435, -2.3539, 4.8643)
C (5.2458, -1.5243, 3.7653)
C (4.1018, -1.4429, 2.9945)
N (6.4018, -0.6804, 3.4184)
O (6.2086, 0.2428, 2.6485)
O (7.4486, -0.8865, 3.9949)
N (4.2891, -3.9850, 6.3626)
O (5.3344, -4.0197, 6.9818)
O (3.2992, -4.6287, 6.6376)
H (2.1771, -3.5901, 4.7582)
H (6.2492, -2.4187, 5.4458)
H (4.0605, -0.8012, 2.1259)

## Properties
**Frontier orbital gap (alpha / beta)**: 6.33 / 6.37 eV
**Spin multiplicity**: 4
**Relative energy (zero: lowest compared OMol25 entry of this formula, charge and spin)**: 8.2 kcal/mol
**Total charge**: -1
**E_HOMO (alpha / beta)**: -5.55 / -5.60 eV